The following is a quantum chemistry calculation of one molecule with the formula C3H6N4S, from the Open Molecules 2025 dataset.

highest occupied orbital energy	-9.35	eV
net charge	0
Kohn-Sham gap	0.3436	Eh

Geometry (Å):
H1 2.41731 -0.24424 -1.61600
N1 2.79938 0.59272 -1.16540
C1 2.00640 0.96290 -0.25226
N2 0.78397 0.39966 0.10967
N3 0.39603 -0.74974 -0.48278
C2 -0.68233 -1.32572 -0.10081
C3 -1.59311 -0.87873 0.98693
N4 -2.23224 0.21980 1.11972
S1 -2.22904 1.45682 -0.02894
H2 2.22710 1.85385 0.35998
H3 0.29334 0.69270 0.94650
H4 -0.88079 -2.29062 -0.59217
H5 -1.76625 -1.60822 1.77405
H6 -1.53977 0.91881 -1.05850

=====

The following is a quantum chemistry calculation of C3H6N4S as an isolated structure, from the Open Molecules 2025 dataset.

highest occupied orbital energy	-7.41	eV
net charge	0
Kohn-Sham gap	0.2858	Eh

Geometry (Å):
C1 1.08537 -0.60228 -0.16010
C2 -1.03465 -0.56297 -0.15885
C3 -0.56212 0.75434 -0.06188
H1 2.67944 -0.99254 1.00665
H2 2.30400 -2.02678 -0.28626
H3 -2.44688 -1.87548 1.04658
H4 -0.56320 2.87440 -0.66658
H5 -2.34714 1.88638 -0.38073
H6 1.44169 1.39586 -0.02218
N1 2.41848 -1.06185 -0.05709
N2 0.02285 -1.39396 -0.25179
N3 -1.14076 2.03137 0.09332
N4 0.76878 0.71339 -0.03023
S1 -2.62586 -1.13990 -0.07087

=====

The following is a quantum chemistry calculation of one molecule with the formula C3H6N4S, from the Open Molecules 2025 dataset.

highest occupied orbital energy	-9.00	eV
net charge	0
Kohn-Sham gap	0.3197	Eh

Geometry (Å):
H1 -0.04407 1.54823 -0.78190
N1 -0.48024 1.17921 0.10123
C1 -0.20457 -0.06528 0.21895
N2 0.35908 -0.88539 -0.69861
C2 0.86423 -0.48671 -1.89240
S1 0.78311 0.94896 -2.62563
N3 -0.23568 -0.64826 1.53924
C3 -0.76100 -0.04292 2.59918
N4 -1.31959 -0.96078 3.50627
H2 -1.42463 -0.21036 4.30900
H3 1.01681 -1.72933 -0.36275
H4 1.61540 -1.33111 -2.11016
H5 -0.70532 -1.82730 1.49224
H6 -0.64492 1.14251 2.77241

=====

The following is a quantum chemistry calculation of one molecule with the formula C3H6N4S, from the Open Molecules 2025 dataset.

highest occupied orbital energy	-9.37	eV
net charge	0
Kohn-Sham gap	0.3483	Eh

Geometry (Å):
C1 -1.89468 0.91488 -0.62171
C2 -0.51950 1.25571 -1.24461
S1 0.77800 1.56816 0.48723
N1 1.00979 -0.11446 0.89788
N2 1.11758 -1.13002 0.02047
C3 1.63740 -2.08754 0.75706
N3 1.82722 -1.68740 2.02908
N4 1.39082 -0.42637 2.07128
H1 -1.77634 -0.11529 -0.22298
H2 -2.28413 1.62129 0.15667
H3 -2.54415 0.70123 -1.46755
H4 -0.40435 2.24457 -1.50807
H5 -0.20049 0.42411 -1.84058
H6 1.86284 -3.16886 0.48582

=====

The following is a quantum chemistry calculation of one molecule with the formula C3H6N4S, from the Open Molecules 2025 dataset.

⟨S²⟩	2.023
spin multiplicity	3
highest occupied orbital energy (alpha / beta)	-6.96 / -9.67	eV
net charge	0
Kohn-Sham gap (alpha / beta)	0.2795 / 0.3192	Eh

Geometry (Å):
C1 0.22115 -0.11836 0.52803
C2 0.95491 -1.91648 -1.08780
C3 -1.21679 1.47470 -0.48041
N1 -0.59091 1.67180 1.75178
N2 0.49340 0.84749 2.88026
N3 0.27771 -0.72497 -0.54508
N4 -0.53567 0.97798 0.74404
S1 1.03110 -0.44251 2.13015
H1 1.99910 -1.92222 -0.88873
H2 0.69111 -1.90649 -2.22360
H3 0.64259 -2.82073 -0.59897
H4 -0.62928 1.02108 -1.33292
H5 -2.31898 1.29607 -0.57336
H6 -1.01945 2.56264 -0.30339

=====

The following is a quantum chemistry calculation of a 2-piece molecular cluster, C3H6N5OS overall, from the Open Molecules 2025 dataset.

highest occupied orbital energy	-4.19	eV
net charge	-1
Kohn-Sham gap	0.2727	Eh

Geometry (Å):
C1 -1.33387 0.11265 -0.27823
C2 2.16955 0.04249 -0.55076
C3 2.83612 0.19670 0.76403
N1 -2.03385 2.20457 -0.37527
N2 -1.01814 1.34847 -0.73406
N3 -2.61132 0.29586 0.29204
N4 -2.91025 1.62743 0.27970
N5 -0.53026 -0.95457 -0.44538
O1 4.00553 0.18691 0.99628
S1 -1.18059 -2.39777 0.23128
H1 1.53348 1.07440 -0.67565
H2 1.24075 -0.64553 -0.29753
H3 2.73443 -0.22001 -1.33625
H4 2.11884 0.13169 1.61069
H5 -2.16798 -2.79781 -0.58068
H6 -2.85245 -0.20545 1.09980

=====

What E values result from the calculations? In sequence: -20001.52842; -20001.71128; -20000.73371; -20000.79153; -19997.73613; -23540.15833 eV.
What ΔE to the lowest compared entry with this formula, charge and spin values result from the calculations? In sequence: 2.808; 2.625; 3.602; 3.545; 1.582; 0.972 eV.
What max |F| values result from the calculations? In sequence: 0.64; 5.87; 7.39; 4.85; 6.47; 6.95 eV/Å.